# 1
Density functional theory data (ωB97M-V/def2-TZVPD) for C3H3I2NS in the gas phase.

Summary:
E_tot   -1164.40741 hartree
Multiplicity   1
SMILES string   S=C/N=C(\I)CI

Structure (XYZ):
```
10
Properties=species:S:1:pos:R:3:forces:R:3
C 1.17138 1.16980 -1.28914 -0.116 0.757 -1.046
C -0.12676 0.08472 0.40696 0.009 0.710 -0.008
C -0.42928 -1.23143 0.99924 -0.343 -0.551 0.182
N 0.78676 0.23769 -0.42229 -0.217 -1.011 0.621
S 0.20293 1.76226 -2.45853 0.231 -0.011 0.189
I -1.36000 1.70834 1.10356 0.225 -0.262 -0.125
I -2.19218 -2.03830 0.03478 0.324 0.127 0.180
H 2.23027 1.40952 -1.24832 0.022 0.132 0.157
H -0.66551 -1.16950 2.05886 -0.032 0.015 -0.116
H 0.38238 -1.93310 0.81489 -0.102 0.094 -0.034
```
Positions in Å, forces in eV/Å.


# 2
Density functional theory data (ωB97M-V/def2-TZVPD) for a molecular structure, C3H3I4N.

Summary:
E_tot   -1361.58996 hartree
Multiplicity   1

Structure (XYZ):
```
11
Properties=species:S:1:pos:R:3:forces:R:3
C 1.06344 0.19960 -0.12389 0.336 -1.809 2.340
C -1.41849 -0.41229 0.18689 0.864 1.880 3.011
C -0.37379 0.59503 -0.37464 -1.084 -0.512 0.013
N 1.32559 -0.57852 0.89653 -1.577 2.630 -3.030
I 2.35815 0.93218 -1.66170 -0.113 -0.218 0.549
I -1.26478 -2.18214 -0.92312 -0.239 -0.399 0.031
I -0.86532 2.44867 0.66241 0.419 -0.144 -0.507
I 3.13565 -1.22477 1.23620 1.292 -0.465 0.285
H -0.99516 -0.48250 1.30126 -1.399 -0.723 -2.273
H -2.47331 0.03976 0.25412 1.679 -0.947 -0.509
H -0.49198 0.66498 -1.45407 -0.179 0.706 0.091
```
Positions in Å, forces in eV/Å.